Entry w
Molecular formula: C2H7OS2
Method: DFT, the ωB97M-V functional and the def2-TZVPD basis

Each line ends with the natural charge from an NBO analysis.
Cartesian coordinates (Å):
S1 -1.6309 -0.1047 -0.4971  -0.03
H1 1.8777 -0.9398 -0.6702  0.12
S2 -0.3345 -0.3904 1.0698  -0.71
C1 -1.7097 1.7019 -0.6688  -0.76
H2 2.2523 -1.5151 1.0850  0.11
H3 -0.7733 2.0596 -1.1217  0.20
H4 -0.9819 -0.8912 -3.7980  0.01
C2 2.4452 -0.8074 0.2590  0.27
H5 -2.5367 1.9387 -1.3639  0.19
H6 -0.5513 -0.2929 -3.9325  -0.01
O1 3.2951 0.0450 0.3489  -0.60
H7 -1.9669 2.1750 0.2862  0.21

Net charge = -1
Orbital gap = 6.228 eV



Entry x
Molecular formula: C2H7OS2
Method: DFT, the ωB97M-V functional and the def2-TZVPD basis

Each line ends with the natural charge from an NBO analysis.
Cartesian coordinates (Å):
O1 -0.6100 -0.7272 2.3685  -0.53
H1 0.2360 -1.3036 0.7281  0.14
H2 3.8069 0.3121 3.6042  0.01
H3 -1.8619 -0.4025 -1.6913  0.18
H4 3.8489 -0.2925 4.0369  -0.01
C1 -0.7130 -1.2119 1.2692  0.27
H5 -1.6880 -1.4972 0.8537  0.11
C2 -1.4179 0.4786 -2.1496  -0.73
H6 -1.9892 1.3932 -2.0655  0.20
S1 0.2829 0.7671 -1.2967  -0.10
H7 -1.0303 0.2971 -3.1466  0.22
S2 1.1356 2.1869 -2.5109  -0.75

Net charge = -1
Orbital gap = 5.720 eV



Entry y
Molecular formula: C2H7OS2
Method: DFT, the ωB97M-V functional and the def2-TZVPD basis

Each line ends with the natural charge from an NBO analysis.
Cartesian coordinates (Å):
H1 -0.8775 -2.0176 1.8833  0.20
S1 0.2771 1.0072 -1.8832  -0.27
H2 1.7453 -1.6762 1.9996  0.14
S2 -1.2191 1.0863 -0.4261  -0.71
H3 0.1147 0.5016 1.0673  0.49
H4 0.4656 2.3112 -2.1384  0.09
H5 0.1892 -3.2082 1.0079  0.18
O1 0.7133 0.0554 1.7519  -0.80
C1 1.0409 -1.2367 1.2845  -0.05
C2 -0.1540 -2.1719 1.0827  -0.64
H6 1.5530 -1.1158 0.3174  0.15
H7 -0.6226 -1.9197 0.1325  0.23

Net charge = -1
Orbital gap = 6.413 eV



Most stable: entry y



Entry w
Molecular formula: C6H13NO2
Method: DFT, the ωB97M-V functional and the def2-TZVPD basis

Each line ends with the natural charge from an NBO analysis.
Cartesian coordinates (Å):
H1 -2.5024 0.2575 1.6612  0.21
H2 -1.8827 -2.3294 -0.8171  0.21
H3 1.9238 0.9611 1.0937  0.42
O1 0.6648 2.5860 -0.1788  -0.69
C1 -1.2864 -0.3314 -0.0468  -0.24
H4 -2.3747 1.4694 0.3790  0.21
C2 2.5594 -0.4863 -0.1823  -0.59
H5 -2.4600 -1.9834 0.8634  0.20
H6 -1.2293 0.0160 -1.0716  0.21
H7 2.6735 -0.7476 -1.2208  0.18
H8 0.4435 -2.0084 -0.0990  0.23
H9 0.3678 3.1005 -0.9377  0.50
C3 -0.3138 -1.5328 0.5107  -0.42
C4 -1.7336 -1.7572 0.0909  -0.43
H10 3.2245 -0.8775 0.5644  0.20
C5 -1.8307 0.6887 0.9179  -0.62
N1 1.9066 0.6604 0.1269  -0.45
H11 -0.0896 -1.5256 1.5684  0.21
H12 0.9096 0.1772 -2.0908  0.50
C6 1.0821 1.3642 -0.6331  0.65
O2 0.9696 1.1392 -1.9746  -0.69
H13 -1.0219 1.1595 1.4760  0.21

Orbital gap (alpha / beta) = 6.510 / 6.510 eV



Entry x
Molecular formula: C6H13NO2
Method: DFT, the ωB97M-V functional and the def2-TZVPD basis

Each line ends with the natural charge from an NBO analysis.
Cartesian coordinates (Å):
H1 -2.7184 -0.4607 -1.2688  0.21
H2 0.9994 1.4876 0.1765  0.16
H3 -1.1976 0.7891 -3.0022  0.21
C1 -1.8366 -0.8593 -0.7672  -0.65
C2 -0.6017 -0.6797 -1.5697  -0.11
O1 -0.7441 1.1169 1.1766  -0.55
H4 -0.4677 -1.4716 -2.3070  0.20
H5 0.5263 0.8316 -2.6317  0.21
H6 -0.6722 1.4644 -1.4759  0.21
H7 1.3025 0.4962 4.2117  0.41
H8 -2.0042 -1.8940 -0.4814  0.21
C3 0.4720 0.9908 1.0042  0.36
H9 -0.2036 0.9022 3.4108  0.42
H10 1.3963 -0.8748 0.3537  0.23
C4 -0.4626 0.6827 -2.2021  -0.63
C5 0.8605 -1.0806 -0.5651  -0.69
N1 0.7791 0.6859 3.3727  -0.80
H11 -1.7150 -0.1991 0.1302  0.24
H12 0.6998 -2.1449 -0.4026  0.21
O2 2.5955 0.4934 2.0242  -0.59
H13 1.5869 -0.9593 -1.3657  0.21
C6 1.4055 0.6830 2.1787  0.55

SMILES = NC(=O)C=O.CC(C)C
Orbital gap = 9.858 eV



Most stable: entry x



Entry w
Molecular formula: C6H13NO2
Method: DFT, the ωB97M-V functional and the def2-TZVPD basis

Each line ends with the natural charge from an NBO analysis.
Cartesian coordinates (Å):
H1 0.5538 1.5447 1.3788  0.17
C1 0.3576 1.3903 -1.7479  -0.79
H2 -0.7848 0.0142 -0.6576  0.21
H3 -1.4768 -0.5334 0.9910  0.19
N1 2.5518 1.2349 1.8275  -0.12
O1 -1.3600 2.8896 -0.8567  -0.46
C2 0.0454 -1.8374 0.2168  -0.62
O2 2.7060 0.5455 0.6229  -0.58
H4 1.1078 0.8898 -1.1267  0.28
C3 -1.1581 -0.9314 0.0207  -0.41
C4 1.4001 1.6967 2.0343  -0.15
H5 -2.6055 -2.5403 -0.0921  0.20
C5 -2.3243 -1.6363 -0.6458  -0.61
H6 1.2670 2.2605 2.9422  0.20
H7 0.8541 -1.2932 0.7175  0.21
H8 0.4086 -2.1831 -0.7459  0.20
H9 3.6397 0.3000 0.6097  0.48
H10 -3.2066 -0.9961 -0.6762  0.21
C6 -0.3978 2.3374 -1.2136  0.71
H11 0.6830 1.4900 -2.7675  0.26
H12 -2.0565 -1.9421 -1.6576  0.20
H13 -0.2045 -2.7004 0.8262  0.20

SMILES = C=C=O.C=NO.CCC
Orbital gap = 9.824 eV



Entry x
Molecular formula: C6H13NO2
Method: DFT, the ωB97M-V functional and the def2-TZVPD basis

Each line ends with the natural charge from an NBO analysis.
Cartesian coordinates (Å):
H1 1.0963 -2.0311 1.1932  0.20
H2 0.3746 2.5796 1.6825  0.24
H3 -0.6904 3.0330 0.3510  0.25
H4 2.5465 -0.7215 -1.4297  0.19
H5 -2.7122 -0.8393 0.1244  0.24
H6 -1.3984 -1.7983 0.7044  0.21
N1 -1.1943 0.6866 -1.4615  -0.66
H7 0.3374 -0.8075 2.2814  0.21
C1 -0.7715 0.9643 0.8781  0.58
H8 -0.4916 1.3802 -1.7174  0.32
C2 -1.7290 -1.2138 -0.1522  -0.65
C3 -0.0078 2.2631 0.7123  -0.73
C4 -0.7992 -0.0451 -0.4254  0.31
H9 -1.8038 -1.8382 -1.0409  0.22
C5 1.4875 -0.7434 -1.7020  -0.26
H10 0.8262 2.1556 0.0206  0.22
H11 2.0033 -0.5023 1.7299  0.19
C6 1.0669 -0.9936 1.5044  -0.30
O1 0.8224 -0.6109 -0.4512  -0.58
O2 -1.4553 0.7580 1.8492  -0.57
H12 1.2388 -1.6863 -2.1951  0.18
H13 1.2536 0.0110 -2.4561  0.19

Orbital gap (alpha / beta) = 5.609 / 8.045 eV



Most stable: entry w



Entry w
Molecular formula: C3H10O3S
Method: DFT, the ωB97M-V functional and the def2-TZVPD basis

Each line ends with the natural charge from an NBO analysis.
Cartesian coordinates (Å):
H1 0.0958 -2.2349 -0.4739  0.28
C1 -0.6214 -1.3999 -0.6413  -0.63
H2 -4.9423 2.2585 4.2791  0.46
H3 -1.9272 -2.7850 1.2038  0.22
H4 -0.8554 0.6400 -0.5434  0.26
O1 -4.1219 2.6386 4.1092  -0.92
H5 -0.5709 -1.2513 -1.7784  0.34
O2 4.3656 -0.2668 -1.8150  -0.94
H6 1.9202 1.2196 -1.0951  0.20
O3 1.0719 0.2043 -2.6076  -0.43
H7 -3.5371 1.9073 4.1048  0.45
H8 4.5881 0.5176 -1.2722  0.46
C2 0.0045 -0.0094 -0.3934  -0.50
C3 1.0858 0.4536 -1.3944  0.42
H9 0.5570 0.0921 0.5823  0.25
H10 5.0929 -0.2152 -2.4424  0.48
S1 -2.2057 -1.7691 0.1778  0.59

2S+1 = 2
Net charge = +1
<S²> = 0.756
Orbital gap (alpha / beta) = 9.363 / 4.460 eV



Entry x
Molecular formula: C3H10O3S
Method: DFT, the ωB97M-V functional and the def2-TZVPD basis

Each line ends with the natural charge from an NBO analysis.
Cartesian coordinates (Å):
H1 0.4619 -1.2210 -1.9080  0.16
H2 -3.5673 -0.5429 0.6443  0.16
H3 -1.4249 -2.3895 0.2625  0.26
S1 -2.8786 0.1149 -0.3159  0.67
O1 2.9332 0.7438 5.8183  -0.94
H4 4.8158 3.4863 -2.3967  0.47
C1 -1.2097 -0.1710 0.2037  -0.61
C2 -0.7213 -1.6107 -0.0195  -0.51
H5 -1.0137 0.1186 1.2323  0.31
H6 2.5799 0.0855 6.4288  0.47
O2 4.1871 3.9620 -2.9472  -0.94
H7 0.1512 -1.8060 0.6246  0.28
H8 4.7100 4.2660 -3.7094  0.47
C3 -0.3410 -1.8498 -1.4690  0.42
O3 -0.8858 -2.6716 -2.1390  -0.40
H9 3.8340 0.9015 6.1177  0.47
H10 -0.6529 0.5077 -0.4484  0.27

2S+1 = 2
Net charge = +1
<S²> = 0.755
Orbital gap (alpha / beta) = 9.346 / 3.933 eV



Most stable: entry x



Entry w
Molecular formula: C2H5FN2S
Method: DFT, the ωB97M-V functional and the def2-TZVPD basis

Each line ends with the natural charge from an NBO analysis.
Cartesian coordinates (Å):
H1 -1.9058 0.4824 1.7242  0.37
H2 0.6267 -0.9719 0.9330  0.19
C1 -0.3487 -1.0704 0.2779  -0.03
H3 2.5350 -0.1431 -2.0230  0.16
C2 -0.6480 0.4546 0.1898  0.41
H4 0.4361 2.1665 -0.5204  0.41
F1 -0.1277 -1.6985 -0.8577  -0.33
N1 0.3001 1.0377 -0.8290  -0.77
N2 -1.5548 1.0415 0.8558  -0.68
S1 1.9107 0.3425 -0.5868  0.11
H5 -1.2237 -1.6414 0.8361  0.18

SMILES = [H]/N=C(\CF)NS
Orbital gap = 9.618 eV



Entry x
Molecular formula: C2H5FN2S
Method: DFT, the ωB97M-V functional and the def2-TZVPD basis

Each line ends with the natural charge from an NBO analysis.
Cartesian coordinates (Å):
H1 -0.8558 1.8935 1.1826  0.21
C1 0.1236 0.1886 0.2970  0.36
N1 -1.1029 -0.1654 -0.3512  -0.76
H2 1.8631 0.4357 0.2982  0.37
S1 -0.7863 -1.3575 -1.5328  0.09
H3 -1.9600 -0.6331 0.5444  0.40
H4 -0.3316 0.6029 2.4281  0.20
F1 1.3076 1.6866 1.6512  -0.37
N2 1.2401 -0.2360 -0.1608  -0.68
C2 -0.0339 1.1344 1.4758  -0.02
H5 0.5980 -0.8861 -1.8425  0.21

Orbital gap = 8.478 eV



Most stable: entry x



Entry w
Molecular formula: C4H3O3
Method: DFT, the ωB97M-V functional and the def2-TZVPD basis

Each line ends with the natural charge from an NBO analysis.
Cartesian coordinates (Å):
C1 0.4835 -0.5137 0.8282  0.08
H1 -0.4368 1.3673 1.7727  0.13
H2 -1.5997 0.1807 1.0422  0.14
C2 0.2741 0.2838 -0.2065  -0.38
H3 1.5052 -1.0901 2.3263  0.46
C3 -0.2646 0.2821 -2.6350  1.04
O1 0.7434 0.5835 -3.1388  -0.59
C4 -0.5637 0.4454 1.1634  -0.57
O2 -1.3842 -0.0709 -2.6070  -0.60
O3 1.2429 -1.4679 1.4544  -0.72

Net charge = -1
Orbital gap = 7.091 eV



Entry x
Molecular formula: C4H3O3
Method: DFT, the ωB97M-V functional and the def2-TZVPD basis

Each line ends with the natural charge from an NBO analysis.
Cartesian coordinates (Å):
H1 -1.8431 1.3314 0.2644  0.17
O1 2.3735 -0.2437 0.8047  -0.76
C1 0.1039 0.0667 0.2137  -0.22
O2 -0.7988 -2.0649 -1.0222  -0.69
H2 0.0286 -2.4363 -1.3036  0.48
C2 1.3416 0.3753 1.0594  0.73
C3 -0.9013 1.0552 -0.3501  -0.40
C4 -0.5696 -0.8394 -0.5002  0.29
O3 1.0290 1.1221 1.9823  -0.75
H3 -0.7637 1.6336 -1.1483  0.15

Net charge = -1
Orbital gap = 7.111 eV



Most stable: entry w